--- A ---
DFT (ωB97M-V/def2-TZVPD) results for a molecular structure, C39H40CaN11O2S3.

Last column: Löwdin charge in e.
Atoms and positions in Å:
Ca 0.65 0.57 -0.63  1.235
S -2.31 -2.89 -1.62  1.034
S 3.09 2.39 -0.09  0.488
S 0.80 -3.97 -2.04  0.522
O 1.76 -0.68 -2.21  -0.154
O -0.30 -0.07 -2.71  -0.129
N 2.65 -5.03 2.92  -0.068
N -2.27 1.97 -0.87  0.187
N -0.01 3.48 3.04  -0.087
N -4.14 1.36 -1.92  0.173
N 1.92 -6.55 4.26  0.055
N -1.63 -0.82 -0.29  0.000
N 0.98 2.79 -1.64  -0.078
N 2.36 -2.78 2.22  -0.016
N 2.64 -5.49 4.19  0.037
N -0.08 1.74 1.47  0.064
N 1.33 -1.23 1.06  0.032
C -4.11 2.74 -1.99  -0.190
C -3.20 -1.46 -1.86  -0.342
C 2.14 3.31 -1.20  -0.825
C 0.38 -1.45 -5.23  -0.053
C 0.70 -0.83 -2.88  -0.655
C 0.64 -1.45 2.23  -0.158
C 0.48 2.34 2.47  -0.433
C -2.57 4.44 -1.27  -0.032
C 2.54 4.59 -1.66  -0.129
C -4.97 3.66 -2.56  -0.030
C 0.37 -3.69 -6.04  -0.126
C -2.67 -0.45 -1.11  -0.344
C 0.58 4.68 -3.05  -0.102
C 2.36 -2.04 1.07  -0.334
C -1.15 4.14 2.45  -0.210
C -0.08 3.50 5.54  -0.074
C -2.51 3.55 2.81  -0.068
C -4.61 4.99 -2.46  -0.107
C 0.28 -2.33 -6.30  -0.123
C 1.87 -5.82 2.13  -0.167
C 1.26 -2.40 2.96  -0.048
C 0.55 -4.15 -4.75  -0.153
C 0.55 -7.81 2.54  -0.030
C -2.93 3.10 -1.33  -0.229
C 0.19 -7.77 1.22  -0.087
C -3.42 5.38 -1.83  -0.095
C 0.67 -3.28 -3.65  -0.666
C 0.25 3.44 -2.55  -0.179
C -1.35 -2.07 -0.47  -0.492
C 0.66 -6.76 0.35  -0.075
C 0.55 4.04 4.26  -0.222
C 1.76 5.26 -2.57  -0.103
C 1.40 -6.80 3.00  -0.242
C -3.01 0.96 -1.26  -0.256
C 1.76 1.78 3.02  -0.055
C 3.31 -3.80 2.60  -0.071
C 0.60 -1.90 -3.93  -0.170
C 3.41 -2.16 0.02  -0.007
C 1.51 -5.77 0.78  -0.020
H 3.46 5.01 -1.28  0.085
H 3.86 -3.51 3.49  0.136
H -0.94 2.18 1.16  0.004
H -0.48 -8.52 0.82  0.097
H 3.52 -3.19 -0.31  0.067
H 1.63 3.86 4.28  0.103
H 0.13 -1.96 -7.30  0.083
H -1.63 4.74 -0.82  0.101
H -0.26 -0.89 2.45  0.097
H 0.59 -5.21 -4.55  0.078
H -3.30 4.06 2.27  0.073
H -0.53 -2.59 0.01  0.031
H -2.71 3.64 3.88  0.057
H 1.02 -2.86 3.91  0.114
H 1.85 -5.00 0.10  0.028
H 0.29 -4.41 -6.85  0.087
H 4.37 -1.78 0.39  0.091
H 0.42 5.12 4.22  0.114
H 2.57 2.51 2.92  0.064
H 0.01 2.41 5.59  0.070
H -0.04 5.17 -3.78  0.090
H 0.35 -6.73 -0.69  0.084
H -2.56 2.49 2.55  0.070
H -1.02 4.13 1.37  0.099
H 0.18 -8.57 3.22  0.105
H -3.97 -1.41 -2.60  0.069
H 3.10 -1.58 -0.85  0.056
H 0.40 3.93 6.42  0.071
H -1.12 5.19 2.75  0.116
H -5.88 3.37 -3.06  0.103
H -1.15 3.74 5.59  0.059
H -4.80 0.75 -2.36  0.152
H 1.65 1.51 4.08  0.079
H -5.25 5.75 -2.90  0.094
H 4.00 -3.94 1.77  0.133
H 2.03 0.90 2.45  0.042
H -0.64 2.92 -2.88  0.100
H 0.30 -0.38 -5.39  0.111
H -3.15 6.43 -1.80  0.097
H 2.07 6.24 -2.93  0.095

Results
net charge: -1
orbital gap: 5.88 eV
HOMO level: -3.681 eV

***

--- B ---
DFT (ωB97M-V/def2-TZVPD) results for a molecular structure, C39H40CaN11O2S3.

Last column: Löwdin charge in e.
Atoms and positions in Å:
Ca -0.72 -1.06 1.06  1.311
S -2.91 1.87 4.52  1.037
S -4.99 0.35 0.78  0.499
S -1.31 -2.66 4.17  0.548
O -1.92 -1.19 -0.92  -0.160
O -2.58 -2.30 0.87  -0.141
N 1.16 -0.51 3.15  0.133
N 4.22 1.09 -3.05  -0.053
N 3.22 -0.45 -1.52  -0.018
N 4.87 0.78 -4.20  0.045
N 1.44 -1.04 -0.38  0.043
N -1.39 0.66 2.89  -0.026
N 4.60 1.64 -5.10  0.065
N 1.05 -0.49 5.39  0.166
N 0.21 -3.17 2.03  -0.073
N -2.16 2.29 -1.70  -0.064
N -0.57 1.49 -0.14  0.101
C -0.32 0.89 -2.45  -0.022
C 0.23 -4.88 3.69  -0.128
C 2.60 2.96 -2.43  -0.004
C -5.22 -0.90 -0.43  -0.674
C -2.07 3.51 -3.89  -0.071
C -1.03 1.61 -1.35  -0.437
C 3.00 -2.04 5.84  -0.022
C -4.22 -1.81 -0.83  -0.181
C 4.41 0.25 -1.90  -0.070
C 2.50 -0.27 -0.37  -0.359
C 2.58 -1.42 -2.27  -0.045
C -2.64 2.35 -3.07  -0.208
C -1.42 1.28 5.11  -0.351
C 2.03 4.07 -3.01  -0.078
C 3.47 2.22 -3.24  -0.158
C 3.97 -2.76 5.17  -0.102
C -2.48 4.31 -0.26  -0.072
C 1.48 -1.76 -1.56  -0.144
C 2.30 4.44 -4.35  -0.086
C -0.23 -3.61 3.23  -0.808
C 2.89 0.68 0.70  -0.011
C 1.50 -5.17 1.69  -0.103
C -2.54 1.26 2.97  -0.465
C 0.49 -0.11 4.20  -0.343
C 3.14 3.70 -5.14  -0.018
C -2.98 2.93 -0.68  -0.235
C 3.73 2.56 -4.56  -0.236
C -2.84 -1.77 -0.24  -0.668
C 4.06 -2.74 3.77  -0.092
C 2.12 -1.30 5.06  -0.192
C -0.76 0.65 4.11  -0.367
C -6.69 -1.97 -2.07  -0.131
C 1.03 -3.93 1.30  -0.187
C 1.08 -5.64 2.94  -0.103
C -5.68 -2.85 -2.45  -0.129
C 2.20 -1.27 3.67  -0.228
C -6.46 -1.02 -1.09  -0.156
C 3.18 -2.00 3.01  -0.026
C -4.45 -2.75 -1.82  -0.058
H -1.18 1.99 0.51  0.012
H -5.85 -3.59 -3.22  0.081
H 2.94 -1.72 -3.24  0.119
H -0.99 3.42 -4.00  0.050
H -2.56 5.03 -1.08  0.057
H 0.65 0.56 -2.09  0.041
H -4.00 2.97 -1.05  0.108
H -1.43 4.27 0.05  0.065
H -1.11 1.40 6.14  0.072
H 0.50 -0.59 6.23  0.153
H -3.64 -3.42 -2.10  0.110
H 4.66 -3.37 5.74  0.094
H 3.21 -2.03 1.92  0.099
H 3.03 1.69 0.32  0.064
H 2.16 -5.73 1.05  0.085
H -7.25 -0.34 -0.80  0.078
H -0.12 -5.21 4.66  0.083
H -2.52 3.53 -4.89  0.073
H 5.20 -0.44 -2.18  0.136
H 2.34 2.67 -1.43  0.093
H -0.90 0.00 -2.72  0.085
H -2.45 1.40 -3.57  0.113
H 1.42 -6.60 3.31  0.095
H 1.82 5.32 -4.76  0.101
H 4.75 0.85 -1.05  0.134
H 1.34 -3.52 0.35  0.074
H -3.26 1.26 2.15  -0.045
H -7.67 -2.02 -2.54  0.086
H 0.68 -2.44 -1.82  0.117
H 1.35 4.67 -2.43  0.108
H 2.09 0.71 1.44  0.054
H -2.28 4.47 -3.40  0.062
H 3.81 0.37 1.20  0.085
H 3.34 3.95 -6.17  0.111
H -3.06 2.26 0.18  0.037
H 2.92 -2.07 6.92  0.106
H -0.17 1.50 -3.34  0.070
H 4.82 -3.35 3.28  0.097
H -3.07 4.69 0.58  0.072
H -3.73 2.44 -3.02  0.119

Results
net charge: -1
orbital gap: 5.21 eV
HOMO level: -3.384 eV

***

The winner here is A, beating the second structure by 17.7 kcal/mol.